[1]
The following is a DFT calculation (the ωB97M-V functional and the def2-TZVPD basis) of an isolated molecule of C7H13N2P in a non-equilibrium geometry.

Summary:
Charge: 0
Energy above the lowest of the compared OMol25 structures with the same formula, charge and spin: 78.9 kcal per mole

Each line ends with the Löwdin charge.
Cartesian coordinates (Å):
C  -0.73  -0.68  0.51  -0.313
C  -1.45  0.48  0.44  -0.456
C  1.16  0.35  0.12  -0.060
C  -2.96  0.43  0.62  -0.034
C  2.58  0.05  0.04  -0.065
C  1.18  2.75  0.17  -0.028
C  -0.55  -2.92  -1.32  -0.327
N  -0.80  1.63  0.25  0.058
N  0.56  1.49  0.17  -0.221
P  -0.89  -2.42  0.55  0.788
H  -3.21  1.53  0.56  0.098
H  -3.43  -0.04  -0.14  0.028
H  -3.28  0.08  1.58  0.069
H  2.90  0.34  -0.97  0.100
H  3.23  0.56  0.73  0.083
H  2.82  -0.95  0.10  0.038
H  1.16  3.23  1.11  0.087
H  2.14  2.58  -0.13  0.053
H  0.69  3.44  -0.55  0.115
H  -1.04  -2.21  -2.04  0.038
H  -1.07  -3.87  -1.35  -0.015
H  0.52  -2.88  -1.46  -0.002
H  0.48  -2.98  1.02  -0.034


[2]
The following is a DFT calculation (the ωB97M-V functional and the def2-TZVPD basis) of an isolated molecule of C7H14N4 in a non-equilibrium geometry.

Summary:
Charge: 0
SMILES: CCC/N=N/C=C\C(C)=N\N
Energy above the lowest of the compared OMol25 structures with the same formula, charge and spin: 96.2 kcal per mole

Each line ends with the Löwdin charge.
Cartesian coordinates (Å):
C  -3.19  1.71  0.09  -0.075
C  -1.88  1.78  -0.84  -0.212
C  -0.65  2.31  -0.07  -0.234
N  -0.31  1.39  0.96  0.018
N  -0.39  0.22  0.66  -0.051
C  -0.32  -0.87  1.38  -0.141
C  0.45  -1.95  1.06  -0.051
C  1.51  -1.73  0.09  -0.355
C  2.41  -2.90  -0.06  -0.049
N  1.58  -0.54  -0.40  -0.032
N  2.48  -0.17  -1.28  0.011
H  -4.04  1.66  -0.58  0.059
H  -3.06  0.78  0.55  0.026
H  -3.35  2.54  0.72  0.055
H  -2.21  2.52  -1.58  0.097
H  -1.61  0.83  -1.12  0.053
H  0.26  2.37  -0.82  0.141
H  -0.85  3.32  0.34  0.108
H  -1.24  -0.95  2.04  0.141
H  0.41  -2.77  1.71  0.075
H  3.48  -2.73  0.07  0.073
H  2.31  -3.42  -1.04  0.098
H  2.17  -3.53  0.77  0.055
H  2.73  0.84  -1.16  0.108
H  3.32  -0.71  -1.47  0.082


[3]
The following is a DFT calculation (the ωB97M-V functional and the def2-TZVPD basis) of a cluster of 9 separate species, C26H72BrN5O9P in total in a non-equilibrium geometry.

Summary:
Charge: +1

Each line ends with the Löwdin charge.
Cartesian coordinates (Å):
C  5.19  -2.64  -1.26  -0.071
C  3.98  -3.47  -0.79  -0.248
N  2.91  -3.50  -1.81  -0.008
C  2.07  -2.33  -2.02  -0.260
N  2.72  -1.05  -1.51  0.124
C  1.57  -0.11  -1.19  -0.252
C  2.01  1.24  -0.58  -0.209
N  2.11  1.46  0.84  0.021
C  0.61  -1.06  -0.48  -0.695
Br  1.42  -1.69  1.19  0.924
C  -0.76  -0.52  -0.07  -0.219
C  -1.51  0.33  -1.11  -0.084
C  -2.93  -0.12  -1.35  -0.501
N  -3.72  -0.34  -0.20  0.158
O  -3.38  -0.25  -2.47  0.088
C  0.59  -2.23  -1.50  -0.359
P  -0.36  -3.76  -1.06  0.769
N  -0.67  -3.97  0.46  -0.287
H  5.19  -1.68  -0.73  0.029
H  5.12  -2.40  -2.33  0.085
H  6.14  -3.12  -1.07  0.085
H  4.26  -4.50  -0.58  0.124
H  3.62  -3.07  0.16  0.052
H  2.34  -4.32  -1.68  0.076
H  2.01  -2.17  -3.10  0.156
H  3.32  -0.64  -2.23  0.182
H  3.27  -1.16  -0.65  0.099
H  1.13  0.13  -2.16  0.153
H  3.00  1.48  -1.01  0.111
H  1.32  1.98  -0.99  0.127
H  2.80  0.87  1.29  0.047
H  1.23  1.33  1.33  0.052
H  -1.36  -1.41  0.17  0.092
H  -0.67  0.01  0.88  0.070
H  -1.01  0.38  -2.08  0.113
H  -1.58  1.37  -0.74  0.133
H  -3.92  -1.33  -0.11  0.120
H  -3.25  -0.06  0.66  0.050
H  0.03  -1.84  -2.36  0.120
H  0.40  -4.78  -1.65  0.011
H  -1.46  -3.65  -1.91  0.025
H  -1.67  -4.07  0.60  -0.013
C  -1.82  2.54  3.27  -0.072
C  -2.79  1.52  2.69  -0.295
O  -2.19  0.23  2.54  -0.125
H  -0.94  2.64  2.64  0.066
H  -2.30  3.52  3.36  0.082
H  -1.49  2.23  4.26  0.081
H  -3.12  1.83  1.70  0.100
H  -3.68  1.44  3.32  0.120
H  -1.90  -0.08  3.41  0.053
C  -1.26  -3.69  5.22  -0.081
C  -1.98  -2.40  4.88  -0.301
O  -1.09  -1.28  4.78  -0.099
H  -0.71  -3.58  6.16  0.080
H  -1.96  -4.51  5.32  0.080
H  -0.54  -3.94  4.44  0.072
H  -2.69  -2.14  5.66  0.119
H  -2.54  -2.52  3.94  0.109
H  -0.44  -1.49  4.10  0.066
C  -6.75  2.91  -0.65  -0.095
C  -7.25  1.70  0.11  -0.323
O  -6.99  0.48  -0.58  -0.087
H  -7.20  2.95  -1.64  0.082
H  -6.98  3.83  -0.12  0.065
H  -5.66  2.86  -0.79  0.064
H  -8.33  1.74  0.23  0.113
H  -6.80  1.67  1.11  0.104
H  -6.03  0.40  -0.68  0.037
C  -5.68  6.53  -0.82  -0.102
C  -6.90  6.63  -1.71  -0.321
O  -7.60  7.86  -1.51  -0.076
H  -5.97  6.62  0.23  0.077
H  -5.16  5.58  -0.96  0.054
H  -4.97  7.33  -1.05  0.061
H  -7.62  5.84  -1.47  0.099
H  -6.62  6.52  -2.76  0.109
H  -7.00  8.58  -1.72  0.079
C  6.70  1.42  1.65  -0.076
C  6.80  0.57  0.40  -0.296
O  5.59  0.62  -0.38  -0.125
H  5.88  1.08  2.28  0.075
H  7.63  1.36  2.23  0.073
H  6.53  2.46  1.40  0.080
H  6.96  -0.47  0.65  0.104
H  7.64  0.90  -0.22  0.116
H  5.45  1.54  -0.62  0.078
C  -1.51  -8.11  -1.23  -0.086
C  -2.12  -6.93  -0.51  -0.321
O  -2.55  -5.90  -1.41  -0.136
H  -0.66  -7.79  -1.84  0.070
H  -1.17  -8.86  -0.53  0.079
H  -2.23  -8.58  -1.90  0.077
H  -1.39  -6.45  0.15  0.082
H  -2.97  -7.25  0.11  0.114
H  -3.21  -6.28  -1.99  0.088
C  10.16  -1.23  2.25  -0.089
C  10.78  -0.78  0.94  -0.319
O  10.64  0.62  0.75  -0.089
H  9.10  -0.96  2.28  0.056
H  10.24  -2.31  2.39  0.076
H  10.65  -0.75  3.10  0.077
H  10.28  -1.26  0.10  0.107
H  11.84  -1.06  0.90  0.111
H  11.09  1.06  1.48  0.081
C  -2.88  4.64  -4.05  -0.091
C  -2.86  6.16  -4.02  -0.315
O  -3.00  6.67  -2.69  -0.089
H  -3.81  4.26  -3.61  0.071
H  -2.81  4.26  -5.07  0.075
H  -2.05  4.23  -3.47  0.063
H  -3.70  6.56  -4.58  0.113
H  -1.94  6.53  -4.47  0.108
H  -2.27  6.35  -2.17  0.080


| no. | highest occupied orbital energy (eV) | E (eV) |
| --- | --- | --- |
| 1 | -7.411 | -19733.515 |
| 2 | -7.246 | -13441.774 |
| 3 | -11.247 | -133330.319 |